Below is 2 unconnected molecules or ions with the total composition C6H11ISi in a non-equilibrium geometry, with properties calculated with ωB97M-V with the def2-TZVPD basis set.

## Properties
- Lowest unoccupied orbital energy (alpha / beta): 0.07 / -0.80 eV
- E_tot: -22372.858 eV
- HOMO energy (alpha / beta): -7.594 / -6.359 eV
- Orbital gap (alpha / beta): 7.66 / 5.56 eV
- M: 238.14 u
- Energy relative to the best compared isomer or geometry (same formula, charge and spin): 401.0 kJ/mol
- Strongest force on any atom: 4.8 eV/Å

```
19
Properties=species:S:1:pos:R:3:forces:R:3:nbo_charge:R:1
H -0.17777 0.98362 -1.59931 -2.2 2.2 0.6 0.252
H 3.08643 -0.56689 1.24818 -1.5 -0.2 0.2 0.240
H -1.97356 3.75200 -1.32620 0.1 0.8 -0.5 0.231
H -0.64354 -2.54048 -0.35324 1.1 -0.8 0.1 0.255
C -1.99484 1.99472 0.13167 -0.1 3.2 -1.8 -0.135
C 0.38218 -2.54857 0.09621 -1.4 4.2 -1.6 -1.054
H -2.09851 0.48016 1.85101 0.3 1.3 -0.7 0.250
H 1.80271 -0.00898 2.28978 -1.4 -0.6 3.9 0.240
H 0.29947 -0.35406 -2.41245 0.6 0.2 1.3 0.251
C -2.24143 0.87919 0.83022 0.1 -3.0 1.1 -0.464
I -3.50758 -0.60136 -0.05219 0.2 0.3 -0.1 0.090
C 2.07274 -0.03889 1.33068 2.4 -2.5 -3.4 -1.137
H 1.20608 -2.94992 -0.38760 1.1 -1.2 -1.8 0.228
C -1.95628 2.99713 -0.60860 0.0 -3.0 2.0 -0.205
H 1.52535 0.86869 -1.90359 -1.5 -1.1 1.0 0.243
H 0.43404 -2.92320 1.03718 -0.4 -1.0 3.0 0.228
Si 0.75779 -0.61856 0.13432 -1.3 -0.1 0.0 1.388
C 0.57093 0.29644 -1.51122 3.6 -1.8 -2.4 -1.154
H 2.45580 0.89893 1.20514 0.4 3.1 -1.1 0.249
```
Forces are in eV/Å.